ORCA calculation (the ωB97M-V functional and the def2-TZVPD basis) on a structure of composition C21H23AsF8IrN8S.

Computed properties:
Spin multiplicity   6
Energy relative to the best compared isomer or geometry (same formula, charge and spin)   0.0 kcal per mole
Net charge   +2
Energy   -130310.5174 eV
<S²>   8.805

Positions of all 63 atoms, in Å:
1 Ir 7.86234 10.48325 10.97290
2 C 9.98808 10.47765 15.89091
3 N 10.07240 10.26595 14.44694
4 C 10.96352 9.21523 13.95465
5 C 9.13096 10.70988 13.64337
6 N 9.29984 10.61629 12.33382
7 N 8.03287 11.28693 14.24102
8 C 6.76857 11.43660 13.70683
9 N 5.86335 11.84921 14.59999
10 N 6.53766 11.22405 12.46191
11 H 10.95420 10.27915 16.36080
12 H 9.25973 9.76572 16.29947
13 H 9.75106 11.52668 16.09675
14 H 11.30014 8.57122 14.75920
15 H 11.84527 9.61387 13.47617
16 H 10.40496 8.60055 13.23137
17 H 10.22600 10.30137 12.09691
18 H 8.01088 11.10580 15.23674
19 H 6.15920 12.26144 15.48084
20 H 4.89040 11.65840 14.44169
21 H 5.57993 11.42037 12.18598
22 F 12.25591 11.26269 8.26896
23 C 11.20877 10.49121 8.46825
24 C 10.35890 10.81210 9.50046
25 C 9.21964 10.05037 9.63866
26 C 8.99632 8.93967 8.76108
27 C 9.92976 8.66615 7.73371
28 F 9.73573 7.67103 6.87244
29 C 11.02690 9.44078 7.53292
30 C 7.76356 8.24318 8.96697
31 C 7.33324 7.12985 8.24430
32 C 6.12200 6.55058 8.60408
33 C 5.40289 7.06906 9.65096
34 C 5.87738 8.20114 10.32068
35 N 6.99986 8.79490 9.96500
36 H 10.53902 11.68082 10.10327
37 H 11.71033 9.26540 6.70970
38 H 7.91022 6.71014 7.43925
39 H 5.76256 5.71197 8.03626
40 H 4.44564 6.63487 9.92619
41 H 5.33895 8.61317 11.17407
42 N 4.66227 16.01907 7.50345
43 C 4.89547 14.76501 7.10215
44 S 4.36366 14.33661 5.49075
45 C 5.56534 13.82477 7.92020
46 C 6.00352 14.15990 9.24429
47 C 6.63552 13.22101 9.99907
48 N 6.88662 11.92705 9.59393
49 C 6.48329 11.61742 8.32844
50 C 5.86283 12.49711 7.49228
51 H 4.22211 16.69098 6.90393
52 H 4.87758 16.34380 8.42511
53 H 5.85870 15.13176 9.69135
54 H 6.96552 13.43247 11.01061
55 H 6.65893 10.60526 8.01158
56 H 5.60542 12.14802 6.50908
57 F 7.71872 8.47571 12.60354
58 As 6.77184 7.67468 13.94172
59 F 7.52392 8.89848 15.09817
60 F 5.45958 8.87116 13.59813
61 F 6.06391 6.62928 12.75788
62 F 5.91334 6.98933 15.19885
63 F 8.09246 6.58367 14.19326